P) {
  "formula": "C15H13IrN11O7S2",
  "method": "the ωB97M-V functional and the def2-TZVPD basis",
  "charge": 1,
  "homo_lumo_gap_ev": 6.935,
  "homo_energy_ev": -11.35,
  "e_lumo_ev": -4.42,
  "molar_mass_g_mol": 715.69,
  "symbols": ["Ir", "C", "S", "C", "S", "N", "N", "C", "C", "C", "C", "C", "C", "N", "H", "H", "H", "H", "H", "H", "H", "H", "O", "N", "O", "C", "C", "C", "C", "O", "C", "C", "N", "O", "O", "N", "O", "O", "H", "H", "N", "N", "N", "C", "N", "N", "H", "H", "H"],
  "positions_angstrom": [[-0.588, 0.302, 0.294], [-5.474, -0.714, 1.937], [-4.111, -1.199, 3.008], [-2.711, -0.725, 2.108], [-2.870, -0.040, 0.519], [-1.596, -0.892, 2.774], [-0.495, -0.475, 2.100], [0.658, -0.516, 2.662], [1.791, -0.021, 1.888], [3.083, 0.008, 2.382], [4.098, 0.503, 1.579], [3.797, 0.945, 0.300], [2.482, 0.886, -0.130], [1.501, 0.424, 0.643], [-6.371, -0.993, 2.486], [-5.449, -1.251, 0.992], [-5.476, 0.360, 1.769], [0.758, -0.890, 3.673], [3.280, -0.346, 3.384], [5.115, 0.538, 1.946], [4.560, 1.330, -0.360], [2.200, 1.219, -1.118], [2.669, 7.132, -0.121], [2.126, 6.418, -0.934], [2.160, 6.552, -2.138], [1.365, 5.271, -0.411], [0.733, 4.432, -1.297], [0.051, 3.331, -0.794], [-0.075, 3.056, 0.594], [-0.848, 2.161, 1.099], [0.635, 3.957, 1.423], [1.315, 5.053, 0.958], [0.696, 3.700, 2.871], [1.015, 2.577, 3.210], [0.618, 4.658, 3.600], [-0.594, 2.496, -1.799], [-0.920, 2.983, -2.838], [-0.778, 1.256, -1.603], [0.778, 4.627, -2.358], [1.816, 5.726, 1.641], [-0.420, -4.927, -0.397], [-0.395, -3.594, -0.742], [-0.091, -3.194, -1.954], [-0.079, -1.880, -1.804], [-0.360, -1.546, -0.540], [-0.564, -2.664, 0.136], [-0.685, -5.455, -1.222], [-1.090, -5.051, 0.354], [0.113, -1.179, -2.597]]
}

***

Q) {
  "formula": "C15H13IrN11O7S2",
  "method": "the ωB97M-V functional and the def2-TZVPD basis",
  "charge": 1,
  "homo_lumo_gap_ev": 7.094,
  "homo_energy_ev": -11.40,
  "e_lumo_ev": -4.31,
  "molar_mass_g_mol": 715.69,
  "symbols": ["Ir", "C", "S", "C", "S", "N", "N", "C", "C", "C", "C", "C", "C", "N", "H", "H", "H", "H", "H", "H", "H", "H", "O", "N", "O", "C", "C", "C", "C", "O", "C", "C", "N", "O", "O", "N", "O", "O", "H", "H", "N", "N", "N", "C", "N", "N", "H", "H", "H"],
  "positions_angstrom": [[0.528, -0.831, 0.367], [0.150, -5.494, 2.771], [-0.455, -4.036, 3.636], [-0.167, -2.764, 2.505], [0.591, -3.063, 0.982], [-0.595, -1.599, 2.926], [-0.393, -0.590, 2.048], [-0.857, 0.585, 2.306], [-0.604, 1.632, 1.333], [-1.065, 2.928, 1.497], [-0.805, 3.863, 0.509], [-0.082, 3.479, -0.609], [0.351, 2.168, -0.706], [0.095, 1.260, 0.234], [-0.026, -6.320, 3.457], [1.214, -5.418, 2.563], [-0.408, -5.668, 1.854], [-1.426, 0.738, 3.212], [-1.628, 3.187, 2.383], [-1.162, 4.879, 0.611], [0.149, 4.177, -1.401], [0.926, 1.833, -1.557], [-3.430, 2.575, -5.059], [-2.305, 2.130, -5.118], [-1.492, 2.363, -5.985], [-1.888, 1.220, -4.037], [-0.609, 0.701, -4.064], [-0.243, -0.121, -3.020], [-1.104, -0.498, -1.976], [-0.687, -1.400, -1.150], [-2.377, 0.104, -1.994], [-2.782, 0.932, -3.018], [-3.309, -0.144, -0.889], [-2.831, -0.195, 0.230], [-4.481, -0.243, -1.161], [1.130, -0.607, -2.932], [1.706, -0.943, -3.924], [1.667, -0.593, -1.801], [0.073, 0.946, -4.867], [-3.778, 1.353, -3.027], [4.157, -0.260, 4.200], [3.612, -0.283, 2.934], [4.283, 0.122, 1.882], [3.368, 0.036, 0.931], [2.205, -0.401, 1.438], [2.378, -0.599, 2.733], [5.156, -0.410, 4.107], [3.719, -0.990, 4.751], [3.533, 0.259, -0.108]]
}

***

In terms of stability, P) leads; the second structure lies 17.8 kcal/mol higher.

***

P) {
  "formula": "CH5N2O",
  "method": "the ωB97M-V functional and the def2-TZVPD basis",
  "charge": -1,
  "homo_lumo_gap_ev": 7.384,
  "homo_energy_ev": -2.66,
  "e_lumo_ev": 4.72,
  "molar_mass_g_mol": 61.06,
  "symbols": ["O", "H", "N", "C", "N", "H", "H", "H", "H"],
  "positions_angstrom": [[2.060, -0.755, -1.195], [1.599, -1.447, -1.677], [0.146, 1.065, -0.039], [-0.581, 0.323, 0.812], [-1.876, 0.173, 0.678], [-0.440, 1.324, -0.829], [1.364, -0.301, -0.643], [0.124, 0.109, 1.647], [-2.395, -0.491, 1.246]]
}

***

Q) {
  "formula": "CH5N2O",
  "method": "the ωB97M-V functional and the def2-TZVPD basis",
  "smiles": "CN(N)[O-]",
  "charge": -1,
  "homo_lumo_gap_ev": 6.252,
  "homo_energy_ev": -1.15,
  "e_lumo_ev": 5.10,
  "molar_mass_g_mol": 61.06,
  "symbols": ["C", "N", "N", "O", "H", "H", "H", "H", "H"],
  "positions_angstrom": [[0.317, 0.906, 0.278], [-0.042, 0.156, -1.001], [-0.014, -1.355, -0.579], [-1.232, 0.590, -1.446], [0.725, 1.880, 0.037], [-0.606, 0.946, 0.761], [0.986, 0.363, 0.960], [-0.943, -1.845, -0.854], [0.629, -1.706, -1.308]]
}

***

In terms of stability, P) leads; the second structure lies 73.3 kcal/mol higher.

***

P) {
  "formula": "CH4N2O2S",
  "method": "the ωB97M-V functional and the def2-TZVPD basis",
  "multiplicity": 3,
  "homo_lumo_gap_ev": [6.910, 8.292],
  "homo_energy_ev": [-6.13, -10.32],
  "e_lumo_ev": [0.78, -2.02],
  "molar_mass_g_mol": 108.12,
  "symbols": ["C", "N", "N", "O", "O", "S", "H", "H", "H", "H"],
  "positions_angstrom": [[-0.091, 0.374, -0.238], [-0.809, 0.949, 1.124], [0.776, -0.669, -0.049], [0.686, 0.571, -2.558], [0.256, -1.717, 0.711], [-0.207, 1.262, -1.588], [-1.525, 0.281, 1.350], [-1.211, 1.787, 0.755], [1.271, -0.941, -0.938], [0.854, -1.897, 1.430]]
}

***

Q) {
  "formula": "CH4N2O2S",
  "method": "the ωB97M-V functional and the def2-TZVPD basis",
  "multiplicity": 3,
  "homo_lumo_gap_ev": [9.021, 7.417],
  "homo_energy_ev": [-8.23, -9.81],
  "e_lumo_ev": [0.80, -2.39],
  "molar_mass_g_mol": 108.12,
  "symbols": ["C", "N", "N", "O", "O", "S", "H", "H", "H", "H"],
  "positions_angstrom": [[-0.643, -0.294, -0.014], [1.703, -0.695, -0.051], [-0.235, 1.057, 0.551], [2.543, -1.507, -0.189], [0.404, -1.197, 0.082], [-1.204, -0.008, -1.631], [-1.502, -0.745, 0.855], [-0.279, 1.069, 1.610], [0.743, 1.130, 0.150], [-1.531, 1.191, -1.364]]
}

***

In terms of stability, P) leads; the second structure lies 15.1 kcal/mol higher.

***

P) {
  "formula": "C3H5NS",
  "method": "the ωB97M-V functional and the def2-TZVPD basis",
  "smiles": "S=CN1CC1",
  "homo_lumo_gap_ev": 8.921,
  "homo_energy_ev": -8.45,
  "e_lumo_ev": 0.47,
  "molar_mass_g_mol": 87.15,
  "symbols": ["S", "C", "N", "C", "C", "H", "H", "H", "H", "H"],
  "positions_angstrom": [[2.686, 0.250, -0.005], [1.361, -0.741, -0.159], [0.170, -0.221, -0.468], [-0.429, 1.007, -0.057], [-1.172, -0.288, 0.195], [1.310, -1.866, 0.024], [0.073, 1.540, 0.731], [-0.889, 1.710, -0.753], [-1.145, -0.896, 1.084], [-1.964, -0.495, -0.592]]
}

***

Q) {
  "formula": "C3H5NS",
  "method": "the ωB97M-V functional and the def2-TZVPD basis",
  "smiles": "N#CCCS",
  "homo_lumo_gap_ev": 9.625,
  "homo_energy_ev": -9.58,
  "e_lumo_ev": 0.05,
  "molar_mass_g_mol": 87.15,
  "symbols": ["N", "C", "C", "C", "S", "H", "H", "H", "H", "H"],
  "positions_angstrom": [[0.372, -0.103, -2.283], [-0.262, -0.679, -1.412], [-0.554, -1.289, -0.244], [-0.717, -0.293, 0.958], [0.642, 1.025, 1.118], [0.506, -1.711, 0.049], [-1.398, -2.037, -0.369], [-1.641, 0.323, 0.557], [-0.960, -0.734, 1.917], [-0.195, 2.048, 0.118]]
}

***

In terms of stability, P) leads; the second structure lies 14.0 kcal/mol higher.